Density functional theory data (ωB97M-V/def2-TZVPD) for a cluster of 12 separate species, C85H193N9O10 in total at a distorted geometry.

Last columns: bonded neighbours and bond lengths (Å).
Atoms and positions in Å:
1 C 3.45 2.25 32.29  C2 1.536, H10 1.084, H11 1.102, H12 1.109
2 C 3.72 3.27 31.17  C1 1.536, C3 1.477, N6 1.518, H13 1.101
3 C 4.18 4.49 31.85  C2 1.477, O4 1.396, H14 1.094, H15 1.116
4 O 4.68 5.51 31.03  C3 1.396, C5 1.403
5 C 3.62 6.25 30.48  O4 1.403, H16 1.071, H17 1.108, H18 1.103
6 N 4.83 2.76 30.26  C2 1.518, H7 1.024, H8 1.046, H9 1.080
7 H 4.33 2.40 29.45  N6 1.024
8 H 5.26 3.66 29.95  N6 1.046
9 H 5.59 2.15 30.72  N6 1.080
10 H 3.40 1.21 31.99  C1 1.084
11 H 2.48 2.44 32.79  C1 1.102
12 H 4.27 2.22 33.04  C1 1.109
13 H 2.78 3.42 30.61  C2 1.101
14 H 5.04 4.26 32.47  C3 1.094
15 H 3.33 4.88 32.46  C3 1.116
16 H 3.12 6.72 31.30  C5 1.071
17 H 2.95 5.50 30.02  C5 1.108
18 H 4.06 7.05 29.86  C5 1.103
19 C 14.34 4.62 33.89  C20 1.548, H28 1.096, H29 1.099, H30 1.086
20 C 13.04 5.24 34.48  C19 1.548, C21 1.542, N24 1.474, H31 1.118
21 C 11.95 4.17 34.70  C20 1.542, O22 1.373, H32 1.095, H33 1.113
22 O 10.90 4.71 35.38  C21 1.373, C23 1.458
23 C 9.63 4.63 34.67  O22 1.458, H34 1.060, H35 1.081, H36 1.109
24 N 13.36 5.93 35.73  C20 1.474, H25 1.027, H26 1.054, H27 1.028
25 H 13.95 6.73 35.46  N24 1.027
26 H 12.47 6.28 36.17  N24 1.054
27 H 13.87 5.28 36.34  N24 1.028
28 H 14.81 4.02 34.68  C19 1.096
29 H 15.08 5.32 33.50  C19 1.099
30 H 14.11 3.93 33.08  C19 1.086
31 H 12.57 6.01 33.82  C20 1.118
32 H 12.44 3.44 35.36  C21 1.095
33 H 11.79 3.64 33.73  C21 1.113
34 H 9.86 4.33 33.68  C23 1.060
35 H 9.22 5.63 34.62  C23 1.081
36 H 8.94 3.94 35.19  C23 1.109
37 C -2.47 7.17 31.39  C38 1.514, H49 1.125, H50 1.085, H51 1.062
38 C -2.73 7.99 32.64  C37 1.514, C39 1.521, H52 1.093, H53 1.086
39 C -2.78 7.30 33.99  C38 1.521, C40 1.529, H54 1.081, H55 1.071
40 C -3.93 6.33 34.26  C39 1.529, N41 1.476, H56 1.099, H57 1.148
41 N -4.30 6.13 35.67  C40 1.476, C42 1.536, C45 1.575, C46 1.580
42 C -4.91 7.38 36.31  N41 1.536, C43 1.504, H58 1.079, H59 1.070
43 C -4.41 7.40 37.72  C42 1.504, C44 1.546, H60 1.101, H61 1.150
44 C -2.94 6.98 37.49  C43 1.546, C45 1.477, H62 1.114, H63 1.103
45 C -3.10 5.78 36.64  N41 1.575, C44 1.477, H64 1.099, H65 1.123
46 C -5.43 5.02 35.70  N41 1.580, C47 1.484, H66 1.062, H67 1.081
47 C -6.63 5.20 34.85  C46 1.484, C48 1.568, H68 1.060, H69 1.082
48 C -7.55 4.00 35.23  C47 1.568, H70 1.096, H71 1.127, H72 1.105
49 H -1.53 6.56 31.43  C37 1.125
50 H -2.35 7.86 30.56  C37 1.085
51 H -3.21 6.43 31.22  C37 1.062
52 H -3.68 8.50 32.44  C38 1.093
53 H -1.94 8.74 32.65  C38 1.086
54 H -2.81 8.13 34.69  C39 1.081
55 H -1.82 6.89 34.19  C39 1.071
56 H -3.79 5.34 33.80  C40 1.099
57 H -4.86 6.70 33.71  C40 1.148
58 H -5.98 7.45 36.17  C42 1.079
59 H -4.52 8.20 35.74  C42 1.070
60 H -4.96 6.74 38.41  C43 1.101
61 H -4.43 8.45 38.20  C43 1.150
62 H -2.44 6.68 38.44  C44 1.114
63 H -2.37 7.70 36.90  C44 1.103
64 H -3.55 4.96 37.22  C45 1.099
65 H -2.26 5.32 36.07  C45 1.123
66 H -5.69 4.96 36.73  C46 1.062
67 H -4.93 4.08 35.51  C46 1.081
68 H -6.52 5.12 33.80  C47 1.060
69 H -7.15 6.11 35.14  C47 1.082
70 H -7.09 3.04 34.98  C48 1.096
71 H -8.49 4.05 34.61  C48 1.127
72 H -7.84 4.00 36.30  C48 1.105
73 C 2.97 8.57 35.98  C74 1.563, H85 1.111, H86 1.099, H87 1.095
74 C 1.51 8.03 36.18  C73 1.563, C75 1.572, H88 1.085, H89 1.114
75 C 1.39 7.12 37.46  C74 1.572, C76 1.543, H90 1.126, H91 1.094
76 C 2.02 5.73 37.21  C75 1.543, N77 1.532, H92 1.066, H93 1.067
77 N 1.68 4.65 38.24  C76 1.532, C78 1.517, C81 1.499, C82 1.510
78 C 0.21 4.27 38.31  N77 1.517, C79 1.578, H94 1.108, H95 1.072
79 C 0.21 2.77 38.82  C78 1.578, C80 1.575, H96 1.099, H97 1.131
80 C 1.69 2.28 38.57  C79 1.575, C81 1.528, H98 1.109, H99 1.101
81 C 2.32 3.40 37.74  N77 1.499, C80 1.528, H100 1.079, H101 1.068
82 C 2.10 5.08 39.63  N77 1.510, C83 1.558, H102 1.102, H103 1.085
83 C 3.60 5.48 39.74  C82 1.558, C84 1.566, H104 1.085, H105 1.070
84 C 3.91 6.19 41.10  C83 1.566, H106 1.075, H107 1.076, H108 1.118
85 H 3.32 9.24 36.80  C73 1.111
86 H 3.05 9.17 35.07  C73 1.099
87 H 3.76 7.82 35.95  C73 1.095
88 H 1.34 7.49 35.25  C74 1.085
89 H 0.81 8.89 36.21  C74 1.114
90 H 0.33 6.93 37.76  C75 1.126
91 H 1.83 7.75 38.24  C75 1.094
92 H 3.08 5.78 37.09  C76 1.066
93 H 1.57 5.37 36.31  C76 1.067
94 H -0.27 4.88 39.10  C78 1.108
95 H -0.26 4.35 37.35  C78 1.072
96 H -0.01 2.78 39.89  C79 1.099
97 H -0.54 2.08 38.33  C79 1.131
98 H 2.24 2.15 39.53  C80 1.109
99 H 1.65 1.27 38.14  C80 1.101
100 H 3.39 3.51 37.83  C81 1.079
101 H 2.05 3.32 36.71  C81 1.068
102 H 1.95 4.16 40.23  C82 1.102
103 H 1.48 5.91 39.96  C82 1.085
104 H 3.97 6.10 38.93  C83 1.085
105 H 4.16 4.57 39.67  C83 1.070
106 H 4.95 6.42 41.01  C84 1.075
107 H 3.64 5.56 41.92  C84 1.076
108 H 3.23 7.08 41.11  C84 1.118
109 C -1.37 -0.02 21.69  C110 1.534, H121 1.110, H122 1.095, H123 1.075
110 C -2.36 0.76 22.56  C109 1.534, C111 1.502, H124 1.113, H125 1.119
111 C -1.72 1.93 23.25  C110 1.502, C112 1.575, H126 1.056, H127 1.118
112 C -2.84 2.58 24.14  C111 1.575, N113 1.596, H128 1.088, H129 1.060
113 N -2.21 3.58 25.21  C112 1.596, C114 1.539, C117 1.500, C118 1.474
114 C -1.30 2.84 26.21  N113 1.539, C115 1.501, H130 1.060, H131 1.131
115 C -1.44 3.64 27.47  C114 1.501, C116 1.518, H132 1.096, H133 1.097
116 C -2.96 3.67 27.53  C115 1.518, C117 1.572, H134 1.100, H135 1.107
117 C -3.33 4.10 26.06  N113 1.500, C116 1.572, H136 1.106, H137 1.112
118 C -1.48 4.70 24.59  N113 1.474, C119 1.584, H138 1.093, H139 1.088
119 C -2.28 5.66 23.63  C118 1.584, C120 1.541, H140 1.096, H141 1.116
120 C -1.69 7.08 23.71  C119 1.541, H142 1.110, H143 1.080, H144 1.048
121 H -1.95 -0.67 21.00  C109 1.110
122 H -0.69 -0.60 22.32  C109 1.095
123 H -0.75 0.67 21.15  C109 1.075
124 H -2.81 0.03 23.28  C110 1.113
125 H -3.18 1.18 21.92  C110 1.119
126 H -1.47 2.71 22.58  C111 1.056
127 H -0.89 1.61 23.93  C111 1.118
128 H -3.40 1.83 24.69  C112 1.088
129 H -3.50 3.20 23.59  C112 1.060
130 H -0.34 2.73 25.78  C114 1.060
131 H -1.79 1.83 26.37  C114 1.131
132 H -1.05 4.65 27.30  C115 1.096
133 H -0.99 3.20 28.36  C115 1.097
134 H -3.46 4.32 28.27  C116 1.100
135 H -3.32 2.65 27.74  C116 1.107
136 H -3.42 5.20 25.94  C117 1.106
137 H -4.29 3.69 25.67  C117 1.112
138 H -0.57 4.34 24.09  C118 1.093
139 H -1.09 5.32 25.41  C118 1.088
140 H -3.35 5.67 23.85  C119 1.096
141 H -2.24 5.19 22.62  C119 1.116
142 H -0.67 7.14 23.28  C120 1.110
143 H -1.71 7.43 24.74  C120 1.080
144 H -2.32 7.75 23.20  C120 1.048
145 C 6.81 4.10 26.32  C146 1.548, H157 1.090, H158 1.050, H159 1.075
146 C 6.00 5.00 27.28  C145 1.548, C147 1.544, H160 1.129, H161 1.119
147 C 6.14 6.51 26.99  C146 1.544, C148 1.510, H162 1.092, H163 1.113
148 C 5.43 6.88 25.71  C147 1.510, N149 1.528, H164 1.101, H165 1.086
149 N 5.51 8.33 25.24  C148 1.528, C150 1.502, C153 1.572, C154 1.497
150 C 6.75 8.50 24.41  N149 1.502, C151 1.534, H166 1.083, H167 1.074
151 C 6.37 8.03 23.00  C150 1.534, C152 1.567, H168 1.084, H169 1.096
152 C 4.83 8.21 22.82  C151 1.567, C153 1.543, H170 1.112, H171 1.102
153 C 4.40 8.73 24.20  N149 1.572, C152 1.543, H172 1.102, H173 1.094
154 C 5.54 9.30 26.37  N149 1.497, C155 1.498, H174 1.095, H175 1.136
155 C 4.24 9.59 27.07  C154 1.498, C156 1.538, H176 1.124, H177 1.078
156 C 4.40 10.55 28.26  C155 1.538, H178 1.121, H179 1.088, H180 1.093
157 H 6.71 3.08 26.69  C145 1.090
158 H 7.85 4.22 26.35  C145 1.050
159 H 6.37 4.23 25.35  C145 1.075
160 H 6.27 4.85 28.37  C146 1.129
161 H 4.90 4.79 27.23  C146 1.119
162 H 7.22 6.60 26.85  C147 1.092
163 H 5.78 7.18 27.80  C147 1.113
164 H 4.38 6.62 25.95  C148 1.101
165 H 5.75 6.31 24.84  C148 1.086
166 H 7.00 9.56 24.41  C150 1.083
167 H 7.59 8.00 24.86  C150 1.074
168 H 6.93 8.73 22.39  C151 1.084
169 H 6.67 6.98 22.87  C151 1.096
170 H 4.55 8.96 22.05  C152 1.112
171 H 4.30 7.26 22.62  C152 1.102
172 H 4.38 9.83 24.26  C153 1.102
173 H 3.49 8.23 24.56  C153 1.094
174 H 5.89 10.25 25.95  C154 1.095
175 H 6.33 8.95 27.11  C154 1.136
176 H 3.81 8.66 27.51  C155 1.124
177 H 3.53 9.97 26.34  C155 1.078
178 H 5.13 11.36 28.04  C156 1.121
179 H 4.87 10.08 29.12  C156 1.088
180 H 3.47 11.01 28.61  C156 1.093
181 C 4.35 1.53 21.79  C182 1.548, H193 1.110, H194 1.094, H195 1.127
182 C 5.47 1.46 22.86  C181 1.548, C183 1.516, H196 1.145, H197 1.118
183 C 5.40 0.13 23.58  C182 1.516, C184 1.573, H198 1.067, H199 1.075
184 C 4.13 0.09 24.50  C183 1.573, N185 1.594, H200 1.083, H201 1.089
185 N 3.72 -1.39 24.95  C184 1.594, C186 1.500, C189 1.527, C190 1.557
186 C 2.99 -1.27 26.26  N185 1.500, C187 1.522, H202 1.100, H203 1.121
187 C 3.14 -2.61 26.97  C186 1.522, C188 1.552, H204 1.085, H205 1.095
188 C 4.34 -3.31 26.28  C187 1.552, C189 1.474, H206 1.095, H207 1.097
189 C 4.87 -2.32 25.33  N185 1.527, C188 1.474, H208 1.067, H209 1.080
190 C 2.88 -2.20 23.93  N185 1.557, C191 1.508, H210 1.066, H211 1.109
191 C 3.44 -2.52 22.56  C190 1.508, C192 1.484, H212 1.092, H213 1.098
192 C 2.36 -3.21 21.82  C191 1.484, H214 1.077, H215 1.092, H216 1.084
193 H 4.37 2.59 21.46  C181 1.110
194 H 3.36 1.20 22.13  C181 1.094
195 H 4.61 1.01 20.83  C181 1.127
196 H 5.47 2.23 23.70  C182 1.145
197 H 6.44 1.51 22.30  C182 1.118
198 H 6.29 -0.06 24.13  C183 1.067
199 H 5.33 -0.61 22.80  C183 1.075
200 H 3.27 0.30 23.87  C184 1.083
201 H 4.11 0.74 25.37  C184 1.089
202 H 1.93 -1.05 26.07  C186 1.100
203 H 3.42 -0.40 26.82  C186 1.121
204 H 2.21 -3.16 26.87  C187 1.085
205 H 3.40 -2.49 28.03  C187 1.095
206 H 4.11 -4.23 25.73  C188 1.095
207 H 5.11 -3.63 27.00  C188 1.097
208 H 5.29 -2.76 24.45  C189 1.067
209 H 5.61 -1.63 25.70  C189 1.080
210 H 1.98 -1.63 23.89  C190 1.066
211 H 2.64 -3.10 24.54  C190 1.109
212 H 4.33 -3.14 22.56  C191 1.092
213 H 3.64 -1.54 22.10  C191 1.098
214 H 1.36 -2.80 21.82  C192 1.077
215 H 2.24 -4.24 22.16  C192 1.092
216 H 2.66 -3.26 20.78  C192 1.084
217 C 5.60 -2.53 31.83  C218 1.524, H227 1.075, H228 1.105, H229 1.147
218 C 5.88 -3.28 33.13  C217 1.524, N219 1.516, H230 1.096, H231 1.105
219 N 7.21 -2.95 33.79  C218 1.516, C220 1.491, C221 1.545, C223 1.601
220 C 7.23 -3.61 35.13  N219 1.491, H232 1.076, H233 1.083, H234 1.056
221 C 8.43 -3.37 32.94  N219 1.545, C222 1.549, H235 1.055, H236 1.124
222 C 8.83 -4.87 32.97  C221 1.549, H237 1.106, H238 1.107, H239 1.112
223 C 7.42 -1.38 34.05  N219 1.601, C224 1.537, H240 1.076, H241 1.101
224 C 6.15 -0.62 34.48  C223 1.537, O225 1.394, H242 1.090, H243 1.109
225 O 5.85 -0.92 35.81  C224 1.394, C226 1.416
226 C 4.72 -0.23 36.31  O225 1.416, H244 1.064, H245 1.091, H246 1.100
227 H 5.82 -1.51 32.09  C217 1.075
228 H 4.61 -2.86 31.49  C217 1.105
229 H 6.29 -2.80 30.96  C217 1.147
230 H 5.85 -4.37 33.01  C218 1.096
231 H 5.06 -2.99 33.81  C218 1.105
232 H 7.15 -4.68 35.06  C220 1.076
233 H 6.48 -3.21 35.79  C220 1.083
234 H 8.18 -3.42 35.55  C220 1.056
235 H 9.31 -2.80 33.05  C221 1.055
236 H 8.20 -3.08 31.88  C221 1.124
237 H 9.42 -5.06 33.88  C222 1.106
238 H 9.36 -5.32 32.11  C222 1.107
239 H 7.95 -5.56 32.91  C222 1.112
240 H 7.89 -0.96 33.19  C223 1.076
241 H 8.17 -1.31 34.85  C223 1.101
242 H 5.20 -0.72 33.96  C224 1.090
243 H 6.52 0.43 34.42  C224 1.109
244 H 4.99 0.78 36.51  C226 1.064
245 H 4.39 -0.77 37.20  C226 1.091
246 H 3.85 -0.39 35.65  C226 1.100
247 C -1.91 -0.57 35.48  C248 1.512, H257 1.117, H258 1.141, H259 1.104
248 C -3.14 -1.30 34.98  C247 1.512, N249 1.484, H260 1.089, H261 1.122
249 N -4.41 -0.57 35.16  C248 1.484, C250 1.493, C251 1.551, C253 1.534
250 C -4.81 -0.60 36.60  N249 1.493, H262 1.078, H263 1.098, H264 1.114
251 C -4.31 0.88 34.61  N249 1.551, C252 1.583, H265 1.110, H266 1.080
252 C -3.94 0.98 33.08  C251 1.583, H267 1.056, H268 1.099, H269 1.132
253 C -5.50 -1.37 34.43  N249 1.534, C254 1.508, H270 1.069, H271 1.071
254 C -6.92 -0.95 34.70  C253 1.508, O255 1.407, H272 1.069, H273 1.138
255 O -7.22 0.33 34.22  C254 1.407, C256 1.398
256 C -8.58 0.53 33.96  O255 1.398, H274 1.125, H275 1.099, H276 1.124
257 H -0.97 -1.14 35.25  C247 1.117
258 H -1.83 -0.39 36.60  C247 1.141
259 H -1.83 0.39 34.95  C247 1.104
260 H -3.32 -2.28 35.42  C248 1.089
261 H -2.96 -1.49 33.88  C248 1.122
262 H -4.92 -1.63 36.90  C250 1.078
263 H -5.80 -0.14 36.75  C250 1.098
264 H -4.02 -0.12 37.21  C250 1.114
265 H -3.48 1.38 35.16  C251 1.110
266 H -5.20 1.42 34.90  C251 1.080
267 H -2.99 0.54 32.94  C252 1.056
268 H -3.80 2.05 32.85  C252 1.099
269 H -4.82 0.69 32.43  C252 1.132
270 H -5.55 -2.35 34.84  C253 1.069
271 H -5.31 -1.36 33.37  C253 1.071
272 H -7.25 -1.10 35.71  C254 1.069
273 H -7.54 -1.75 34.18  C254 1.138
274 H -9.25 0.51 34.86  C256 1.125
275 H -8.98 -0.15 33.19  C256 1.099
276 H -8.64 1.58 33.55  C256 1.124
277 C -0.55 3.12 33.24  C278 1.523, H281 1.085, H282 1.115, H283 1.100
278 C -1.27 3.71 34.44  C277 1.523, O279 1.266, O280 1.239
279 O -2.51 3.83 34.24  C278 1.266
280 O -0.55 4.05 35.39  C278 1.239
281 H 0.53 3.07 33.36  C277 1.085
282 H -0.67 3.86 32.41  C277 1.115
283 H -0.97 2.14 32.99  C277 1.100
284 C 8.71 2.08 30.72  C285 1.557, H288 1.110, H289 1.082, H290 1.099
285 C 7.78 1.50 31.82  C284 1.557, O286 1.229, O287 1.273
286 O 8.26 1.27 32.93  C285 1.229
287 O 6.54 1.40 31.53  C285 1.273
288 H 8.65 1.46 29.80  C284 1.110
289 H 9.73 2.17 31.08  C284 1.082
290 H 8.40 3.08 30.39  C284 1.099
291 C 3.06 3.26 26.00  C292 1.537, H295 1.122, H296 1.075, H297 1.135
292 C 3.03 2.96 27.51  C291 1.537, O293 1.239, O294 1.301
293 O 2.37 3.65 28.30  C292 1.239
294 O 3.80 1.97 27.87  C292 1.301
295 H 2.47 2.44 25.50  C291 1.122
296 H 4.08 3.23 25.66  C291 1.075
297 H 2.53 4.21 25.70  C291 1.135

Values from the calculation:
DFT total energy: -4597.489300 Ha
net charge: +6